No. 1
The following is a DFT calculation (wB97M-V/def2-TZVPD) of 2 unconnected molecules or ions with the total composition C4H11NO.

Cartesian coordinates (Å):
C -0.536 0.894 2.506
C -0.447 -0.155 1.432
N -1.626 -0.480 0.788
O 0.594 -0.695 1.126
H -0.378 0.432 3.479
H -1.457 1.470 2.484
H 0.276 1.614 2.405
H -1.582 -1.183 0.091
H -2.547 -0.204 1.102
C 1.570 0.097 -2.097
C 0.488 0.165 -3.211
H 2.533 0.191 -2.589
H 1.376 0.842 -1.334
H 1.467 -0.890 -1.649
H 0.332 1.200 -3.513
H -0.483 -0.187 -2.850
H 0.773 -0.500 -4.022

Output
- 2S+1: 1
- ΔE to the lowest compared entry with this formula, charge and spin: 4.3 kcal per mole
- SMILES: CC(N)=O.CC
- Net charge: 0

These are the Löwdin partial charges, in e, on atoms 1 to 6: atom 1 (C): -0.01, atom 2 (C): -0.59, atom 3 (N): 0.15, atom 4 (O): 0.04, atom 5 (H): 0.09, atom 6 (H): 0.07

---

No. 2
The following is a DFT calculation (wB97M-V/def2-TZVPD) of a single C4H5NO molecule.

Cartesian coordinates (Å):
C -1.497 0.243 -0.268
C -0.091 -0.344 -0.438
C 0.808 -0.030 0.737
O 0.435 0.107 1.875
C 2.255 0.087 0.428
N 3.377 0.216 0.179
H -1.664 0.515 0.778
H -2.268 -0.476 -0.556
H -1.622 1.141 -0.882
H 0.390 -0.017 -1.365
H -0.123 -1.442 -0.488

Output
- 2S+1: 1
- ΔE to the lowest compared entry with this formula, charge and spin: 18.6 kcal per mole
- SMILES: CCC(=O)C#N
- Net charge: 0

These are the Löwdin partial charges, in e, on atoms 1 to 6: atom 1 (C): -0.08, atom 2 (C): -0.17, atom 3 (C): -0.40, atom 4 (O): 0.12, atom 5 (C): -0.11, atom 6 (N): 0.17

---

No. 3
The following is a DFT calculation (wB97M-V/def2-TZVPD) of 2 unconnected molecules or ions with the total composition C2H3F5N2O.

Cartesian coordinates (Å):
C 0.347 1.764 0.281
O -0.215 0.817 -0.548
C -1.527 0.503 -0.304
F -2.107 1.167 0.694
N -2.317 -0.314 -0.828
F -1.853 -0.978 -1.849
H 0.680 1.282 1.301
H -0.343 2.637 0.537
H 1.065 2.138 -0.367
F 0.629 -2.737 -0.439
N 1.705 -1.975 -0.032
F 2.734 -2.774 0.398
F 1.202 -1.532 1.157

Output
- 2S+1: 1
- ΔE to the lowest compared entry with this formula, charge and spin: 15.4 kcal per mole
- SMILES: CO/C(F)=N\F.FN(F)F
- Net charge: 0

These are the Löwdin partial charges, in e, on atoms 1 to 6: atom 1 (C): -0.09, atom 2 (O): -0.03, atom 3 (C): -0.41, atom 4 (F): 0.11, atom 5 (N): 0.09, atom 6 (F): -0.01

---

No. 4
The following is a DFT calculation (wB97M-V/def2-TZVPD) of a single C14H17NO2 molecule.

Cartesian coordinates (Å):
C -3.728 -1.546 -2.667
C -3.585 -1.104 -1.219
O -2.251 -0.666 -1.055
C -1.747 -0.336 0.139
C -2.602 -0.382 1.369
C -0.440 0.045 0.168
C 0.362 0.236 -1.061
O 0.060 0.062 -2.223
N 1.589 0.725 -0.654
C 2.658 1.012 -1.575
C 3.681 -0.121 -1.631
C 1.655 0.811 0.720
C 2.713 1.222 1.507
C 2.550 1.202 2.884
C 1.364 0.762 3.450
C 0.300 0.352 2.658
C 0.425 0.395 1.279
H -3.052 -2.372 -2.869
H -3.465 -0.724 -3.326
H -4.750 -1.858 -2.864
H -4.285 -0.282 -1.009
H -3.805 -1.940 -0.542
H -2.315 0.423 2.039
H -3.655 -0.267 1.125
H -2.469 -1.331 1.888
H 2.193 1.139 -2.557
H 3.139 1.951 -1.283
H 4.472 0.127 -2.334
H 3.197 -1.038 -1.958
H 4.121 -0.291 -0.651
H 3.644 1.549 1.070
H 3.362 1.520 3.521
H 1.265 0.734 4.525
H -0.596 -0.008 3.137

Output
- 2S+1: 1
- ΔE to the lowest compared entry with this formula, charge and spin: 17.8 kcal per mole
- SMILES: CCO/C(C)=C1\C(=O)N(CC)c2ccccc21
- Net charge: 0

These are the Löwdin partial charges, in e, on atoms 1 to 6: atom 1 (C): -0.06, atom 2 (C): -0.25, atom 3 (O): -0.03, atom 4 (C): -0.22, atom 5 (C): 0.00, atom 6 (C): -0.02

---

No. 5
The following is a DFT calculation (wB97M-V/def2-TZVPD) of 10 unconnected molecules or ions with the total composition C10H40O10.

Cartesian coordinates (Å):
C 4.474 -2.050 1.604
C 3.585 -0.813 1.731
O 2.266 -1.340 1.445
H 4.546 -2.442 0.590
H 4.107 -2.827 2.270
H 5.499 -1.806 1.912
H 3.880 0.012 1.083
H 3.438 -0.496 2.764
H 2.023 -1.198 0.521
C -2.844 -2.266 0.664
C -2.893 -3.302 -0.475
O -4.205 -3.814 -0.689
H -2.760 -2.665 1.677
H -3.717 -1.609 0.673
H -1.980 -1.600 0.594
H -2.290 -4.091 -0.012
H -2.439 -2.909 -1.379
H -4.181 -4.627 -0.180
C -1.749 -1.141 -3.660
C -0.518 -0.946 -4.546
O 0.543 -1.610 -3.839
H -2.527 -0.417 -3.901
H -1.493 -0.832 -2.642
H -2.011 -2.195 -3.614
H -0.254 0.117 -4.535
H -0.677 -1.211 -5.592
H 1.347 -1.582 -4.368
C -2.825 2.013 -1.529
C -3.110 1.181 -0.267
O -4.486 0.807 -0.338
H -3.249 3.010 -1.409
H -3.233 1.580 -2.446
H -1.770 1.987 -1.814
H -2.779 1.647 0.662
H -2.556 0.253 -0.391
H -5.035 1.582 -0.189
C 3.785 3.662 2.808
C 2.307 3.592 2.547
O 1.941 2.220 2.797
H 4.354 2.972 2.183
H 4.048 3.362 3.825
H 4.206 4.659 2.662
H 2.101 3.682 1.477
H 1.725 4.256 3.188
H 1.068 2.069 2.398
O -0.829 1.770 2.637
H -0.850 0.796 2.664
H -0.970 2.044 3.549
O 0.839 -1.689 -1.096
H 0.613 -1.648 -2.052
H 1.357 -2.495 -1.002
O -0.162 -0.969 2.675
H 0.814 -0.987 2.600
H -0.353 -1.397 3.516
O 0.074 0.834 -0.359
H -0.249 0.768 0.546
H 0.280 -0.083 -0.617
O 0.999 2.743 -2.736
H 1.892 3.099 -2.719
H 0.880 2.339 -1.865

Output
- 2S+1: 1
- ΔE to the lowest compared entry with this formula, charge and spin: 13.6 kcal per mole
- SMILES: CCO.CCO.CCO.CCO.CCO.O.O.O.O.O
- Net charge: 0

These are the Löwdin partial charges, in e, on atoms 1 to 6: atom 1 (C): -0.09, atom 2 (C): -0.25, atom 3 (O): -0.13, atom 4 (H): 0.07, atom 5 (H): 0.07, atom 6 (H): 0.07

---

No. 6
The following is a DFT calculation (wB97M-V/def2-TZVPD) of a molecular structure, C11H26FI2NP.

Cartesian coordinates (Å):
C -0.290 3.617 0.978
C -1.015 2.863 -0.107
I -2.678 1.802 0.702
C -0.649 2.866 -1.374
I -1.824 1.965 -2.863
P 0.958 3.855 -2.124
C 1.726 2.241 -2.874
C 3.235 2.292 -2.824
F 1.323 1.072 -2.168
H 0.287 4.428 0.530
H -1.003 4.043 1.688
H 0.394 2.963 1.527
H 0.161 4.101 -3.316
H 0.438 5.071 -1.488
H 1.703 3.529 -0.897
H 2.111 4.578 -2.678
H 1.348 2.112 -3.898
H 3.638 2.802 -3.703
H 3.566 2.846 -1.934
H 3.653 1.282 -2.784
C -0.399 -1.286 -0.631
C -0.146 -1.651 0.821
N -1.315 -2.213 1.484
C -1.225 -2.237 2.928
C -0.161 -3.141 3.566
C -1.914 -3.371 0.849
C -1.016 -4.592 0.610
H -1.257 -0.618 -0.706
H 0.462 -0.758 -1.040
H -0.581 -2.163 -1.258
H 0.112 -0.740 1.369
H 0.737 -2.310 0.885
H -2.210 -2.515 3.317
H -1.043 -1.207 3.250
H -0.409 -4.198 3.468
H -0.073 -2.916 4.631
H 0.818 -2.981 3.111
H -2.321 -3.052 -0.114
H -2.772 -3.663 1.462
H -0.076 -4.299 0.138
H -1.515 -5.294 -0.062
H -0.777 -5.122 1.532

Output
- 2S+1: 1
- Net charge: -1

These are the Löwdin partial charges, in e, on atoms 1 to 6: atom 1 (C): -0.23, atom 2 (C): -0.90, atom 3 (I): 0.71, atom 4 (C): -0.89, atom 5 (I): 0.73, atom 6 (P): 0.36

---

No. 7
The following is a DFT calculation (wB97M-V/def2-TZVPD) of 6 unconnected molecules or ions with the total composition C24H49B2N4O19.

Cartesian coordinates (Å):
C -1.464 -1.260 4.230
C -0.167 -1.375 4.490
N 1.321 -1.184 4.374
B 2.040 -2.170 3.486
O 1.210 -2.949 2.546
N 3.500 -2.496 3.480
C 3.984 -2.037 2.104
C 3.764 -3.972 3.601
C 1.850 -0.142 5.049
N 0.936 0.724 5.824
O 0.653 0.251 7.077
N 3.290 0.149 4.953
C 3.638 1.123 3.864
C 3.125 2.631 4.096
C 2.947 3.440 2.898
B 3.937 0.452 6.267
O 3.577 -0.142 7.553
O 5.066 1.386 6.296
C 4.803 2.497 7.217
H -2.605 -1.226 4.067
H 0.720 -2.266 2.001
H 4.768 -1.175 2.192
H 4.473 -2.912 1.510
H 3.135 -1.621 1.443
H 3.318 -4.552 2.692
H 3.424 -4.411 4.616
H 4.921 -4.105 3.520
H 1.279 1.696 5.909
H 0.739 -0.743 7.035
H 3.204 0.689 2.873
H 4.798 1.064 3.736
H 2.878 3.100 5.136
H 2.519 4.505 2.950
H 3.200 2.951 1.874
H 4.000 -1.027 7.673
H 5.337 3.428 6.769
H 5.297 2.226 8.231
H 3.685 2.743 7.360
C 2.499 7.021 -1.956
O 3.614 7.796 -1.518
C 4.269 7.277 -0.462
O 3.988 6.248 0.113
O 5.289 8.101 -0.157
C 6.076 7.674 0.953
H 2.050 7.533 -2.808
H 2.822 6.028 -2.280
H 1.748 6.945 -1.165
H 6.543 6.707 0.745
H 5.469 7.623 1.860
H 6.866 8.411 1.107
C -6.159 -5.099 0.203
O -5.046 -4.322 0.644
C -4.394 -4.841 1.703
O -4.673 -5.868 2.275
O -3.375 -4.013 2.012
C -2.590 -4.441 3.124
H -6.607 -4.587 -0.652
H -5.833 -6.090 -0.121
H -6.912 -5.177 0.991
H -2.122 -5.406 2.917
H -3.201 -4.493 4.029
H -1.802 -3.703 3.282
C 2.109 0.005 -3.373
O 3.377 0.459 -2.903
C 3.351 1.679 -2.332
O 2.374 2.380 -2.197
O 4.603 1.982 -1.937
C 4.727 3.258 -1.310
H 2.249 -0.985 -3.812
H 1.400 -0.082 -2.545
H 1.722 0.673 -4.146
H 4.122 3.301 -0.400
H 4.444 4.056 -2.001
H 5.773 3.397 -1.034
C -7.011 -0.132 -5.191
O -6.008 -1.053 -4.764
C -5.851 -1.121 -3.428
O -6.473 -0.487 -2.606
O -4.882 -2.020 -3.167
C -4.607 -2.197 -1.778
H -7.051 -0.160 -6.281
H -7.991 -0.423 -4.804
H -6.758 0.885 -4.882
H -5.491 -2.570 -1.255
H -4.258 -1.262 -1.332
H -3.813 -2.940 -1.685
C -6.420 -2.618 -7.403
O -5.976 -3.168 -8.642
C -6.308 -2.435 -9.722
O -6.926 -1.395 -9.712
O -5.832 -3.063 -10.815
C -6.112 -2.394 -12.043
H -6.099 -3.287 -6.603
H -5.969 -1.638 -7.234
H -7.511 -2.552 -7.380
H -5.649 -1.404 -12.058
H -7.191 -2.319 -12.204
H -5.684 -2.987 -12.853

Output
- 2S+1: 1
- Net charge: +1

These are the Löwdin partial charges, in e, on atoms 1 to 6: atom 1 (C): 0.20, atom 2 (C): -0.03, atom 3 (N): 0.17, atom 4 (B): -0.48, atom 5 (O): 0.08, atom 6 (N): -0.14

---

Here are the calculated molecular weight numbers, same order: 89.14 83.09 166.05 231.29 320.42 476.12 719.29 (Da).
Here are the calculated Kohn-Sham gap numbers, same order: 10.77 10.88 11.14 8.26 10.06 6.77 6.60 (eV).